{
  "formula": "H24N3O14S2",
  "method": "ωB97M-V/def2-TZVPD",
  "molar_mass_g_mol": 354.33,
  "homo_ev": -4.246,
  "charge": -1,
  "lumo_ev": 1.50,
  "species": ["N", "H", "H", "H", "H", "N", "H", "H", "H", "H", "N", "H", "H", "H", "H", "S", "O", "O", "O", "O", "S", "O", "O", "O", "O", "O", "H", "H", "O", "H", "H", "O", "H", "H", "O", "H", "H", "O", "H", "H", "O", "H", "H"],
  "coordinates": [[5.15010, -1.46972, 7.43473], [4.88387, -1.21191, 6.48825], [5.43842, -2.43389, 7.59512], [4.33738, -1.35002, 8.03929], [5.94515, -0.82926, 7.68739], [7.24825, 0.83894, 13.09517], [7.29849, 1.59797, 12.41795], [6.76104, 0.06158, 12.54708], [6.79068, 1.12220, 13.95947], [8.06587, 0.40673, 13.52344], [8.17079, -0.96986, 9.75979], [8.60484, -1.77983, 9.30250], [8.92773, -0.51204, 10.24139], [7.40191, -1.19566, 10.41142], [7.76446, -0.44660, 8.97394], [5.03328, -1.76390, 12.02780], [4.11284, -1.27181, 10.99880], [5.16021, -3.22902, 11.91986], [6.33930, -1.12663, 11.70406], [4.57045, -1.41289, 13.35130], [6.85354, 1.88302, 7.76145], [6.67386, 0.45631, 8.11182], [6.23461, 2.73766, 8.78750], [8.30838, 2.17322, 7.59879], [6.14545, 2.09541, 6.48892], [9.33171, -3.02853, 8.29843], [9.16134, -2.60762, 7.44462], [9.41221, -3.96790, 8.09784], [11.17092, -2.86553, 10.53629], [11.48360, -3.66035, 10.98269], [10.66571, -3.19334, 9.77515], [11.29909, 0.73518, 9.73126], [12.05742, 1.04175, 9.21933], [11.51737, 0.95872, 10.64409], [9.32057, -1.13134, 12.56518], [8.61000, -1.74046, 12.81727], [10.02292, -1.69150, 12.20561], [10.40748, 0.63662, 7.14995], [10.70187, 0.56609, 8.06887], [9.57138, 1.19326, 7.16048], [6.58674, -3.50379, 9.56470], [7.40499, -3.88153, 9.89348], [5.99142, -3.47300, 10.36175]],
  "forces_ev_per_a": [[-0.68, -0.95, 0.07], [0.12, -0.36, -0.11], [0.06, -0.16, -0.41], [0.24, 0.56, 0.46], [0.10, 1.56, 0.56], [-0.17, 0.22, 1.48], [0.83, 0.19, 0.28], [-0.99, -1.33, -0.34], [-1.07, 0.20, -0.61], [0.93, 0.41, -1.31], [1.05, -1.04, -0.53], [-0.53, -0.10, 0.73], [0.02, 0.67, 0.06], [-0.34, -0.28, 0.39], [-0.45, 1.53, -0.28], [-3.70, -0.82, -1.22], [-0.15, -0.03, -0.44], [1.08, -0.67, -0.42], [2.84, 0.99, 0.65], [0.67, 0.76, 1.30], [-0.83, 3.81, -1.68], [0.46, -3.01, 0.99], [0.78, -0.69, 0.42], [-0.31, -0.48, 0.51], [0.16, -0.47, -0.31], [0.32, -0.60, -0.47], [0.21, 0.20, 0.05], [-0.21, 0.02, -0.06], [-0.11, -0.33, 0.19], [0.04, 0.08, -0.01], [0.10, 0.45, 0.05], [0.48, 0.01, 0.67], [-0.05, 0.06, 0.02], [-0.12, -0.04, -0.13], [0.10, -0.13, 0.27], [-0.08, 0.04, -0.33], [-0.03, 0.02, -0.09], [0.04, -0.33, -0.23], [-0.79, 0.15, -0.60], [0.35, -0.12, 0.40], [-0.22, -0.06, -0.27], [-0.04, -0.01, 0.05], [-0.10, 0.09, 0.25]]
}

=====

{
  "formula": "H24O12",
  "method": "ωB97M-V/def2-TZVPD",
  "molar_mass_g_mol": 216.18,
  "de_lowest_kcal_mol": 78.3,
  "homo_ev": -10.757,
  "smiles": "O.O.O.O.O.O.O.O.O.O.O.O",
  "lumo_ev": -0.16,
  "species": ["H", "H", "H", "H", "H", "H", "H", "H", "H", "H", "H", "H", "H", "H", "H", "H", "H", "H", "H", "H", "H", "H", "H", "H", "O", "O", "O", "O", "O", "O", "O", "O", "O", "O", "O", "O"],
  "coordinates": [[0.21625, -0.87616, -0.35974], [1.28441, -0.05182, -1.05940], [-3.16838, -2.25651, 3.47477], [-2.04317, -1.53200, 2.75432], [-3.03170, 2.51137, -0.84747], [-2.63522, 1.10074, -0.44378], [-2.49792, 2.48749, 1.48043], [-1.53354, 1.66175, 0.64487], [0.12567, -0.22576, 2.03374], [0.08441, -1.52955, 1.25371], [3.58299, -4.46994, 0.92207], [3.79444, -3.56955, -0.28401], [0.11759, -3.30257, -0.45882], [1.09273, -2.48103, -1.28599], [3.01266, 3.75043, 2.30243], [3.52756, 2.79921, 1.23468], [3.42843, 0.14563, -0.48411], [3.52731, 0.26907, -1.99574], [-0.55316, 3.46947, -1.23148], [-0.02890, 2.87754, 0.06652], [-3.05023, -0.72205, -1.46390], [-3.95140, -1.94517, -1.50761], [-0.96985, 0.58447, -3.18076], [-0.36271, 0.62931, -1.78814], [0.81944, -0.13759, -0.21950], [-2.59321, -2.32189, 2.70412], [-3.38313, 1.61781, -0.76356], [-1.58223, 2.18812, 1.45082], [-0.48758, -0.86147, 1.64802], [3.57373, -3.54420, 0.65388], [0.16862, -2.51663, -1.01442], [3.43598, 3.73719, 1.43663], [4.01729, 0.44713, -1.18506], [-0.69673, 3.48085, -0.27846], [-3.02454, -1.68260, -1.53914], [-0.21590, 0.26890, -2.66992]],
  "forces_ev_per_a": [[-0.16, -0.23, -0.28], [-0.01, 0.01, -0.03], [-0.01, -0.13, -0.12], [0.29, 0.00, -0.36], [0.08, 0.07, -0.02], [-0.33, -0.07, -0.05], [0.12, -0.02, 0.04], [0.20, 0.20, 0.63], [-0.10, 0.05, -0.17], [-0.13, -0.06, 0.39], [0.01, 0.08, 0.06], [0.10, 0.04, 0.09], [-0.18, -0.08, -0.05], [-0.01, -0.10, -0.05], [0.03, 0.08, -0.07], [0.08, 0.09, -0.08], [0.06, -0.03, 0.11], [0.14, 0.10, -0.05], [0.28, 0.31, -0.09], [0.02, 0.22, 0.19], [-0.13, -0.11, -0.09], [0.08, 0.02, 0.06], [0.09, -0.16, -0.16], [0.04, -0.07, 0.07], [1.03, 1.35, -0.50], [-0.35, -0.03, 0.42], [0.01, -0.19, -0.25], [-0.40, -0.98, 1.20], [-0.38, -0.26, 0.87], [-0.14, -0.11, -0.19], [0.06, -0.46, 0.05], [-0.10, -0.18, 0.12], [-0.23, -0.11, -0.02], [0.27, 0.29, -1.46], [-0.06, 0.09, -0.05], [-0.25, 0.36, -0.18]]
}

=====

{
  "formula": "H24O12",
  "method": "ωB97M-V/def2-TZVPD",
  "molar_mass_g_mol": 216.18,
  "de_lowest_kcal_mol": 128.6,
  "homo_ev": -10.620,
  "smiles": "O.O.O.O.O.O.O.O.O.O.O.O",
  "lumo_ev": -0.23,
  "species": ["O", "H", "H", "O", "H", "H", "O", "H", "H", "O", "H", "H", "O", "H", "H", "O", "H", "H", "O", "H", "H", "O", "H", "H", "O", "H", "H", "O", "H", "H", "O", "H", "H", "O", "H", "H"],
  "coordinates": [[1.23778, -1.98597, -0.48509], [1.30698, -1.92320, 0.49335], [1.66277, -2.39661, -1.16998], [2.84286, -3.23855, 1.64442], [2.96980, -3.30586, 2.59280], [1.85763, -2.99919, 1.39612], [-3.10894, 0.26103, -1.74794], [-3.61963, 1.01432, -1.33883], [-2.26185, 0.60442, -1.98984], [-1.18628, -2.51288, 1.33144], [-0.69866, -1.72775, 1.02664], [-1.17032, -2.94263, 0.41594], [-2.06961, 2.12116, -0.41653], [-1.17098, 1.71176, -0.30642], [-1.88964, 3.13826, -0.26370], [-1.91096, -4.12495, -0.97106], [-2.35601, -3.89951, -1.73325], [-2.31322, -4.33880, -0.18053], [-0.64829, 2.27464, -2.63778], [-0.31152, 2.99764, -3.23063], [-1.16511, 2.67564, -2.00121], [1.66600, 1.63050, 3.49339], [2.38462, 1.09755, 3.34546], [1.56145, 1.66979, 4.47046], [1.72601, 0.46269, -1.08010], [1.45025, -0.40271, -0.85722], [2.61712, 0.56401, -0.89427], [1.14188, 4.61429, 0.36859], [1.67106, 4.62240, 1.22657], [1.56883, 3.75808, -0.11054], [1.36696, -0.52775, -3.63507], [2.13888, -0.24134, -3.21429], [0.63231, 0.10793, -3.68189], [-2.29159, 0.26598, 3.55889], [-1.50401, 0.57653, 4.10943], [-2.12660, 0.39913, 2.47266]],
  "forces_ev_per_a": [[-3.80, 2.86, 3.29], [1.08, -0.76, -2.05], [2.43, -2.30, -1.45], [-2.42, 0.85, -1.43], [-0.61, 0.07, 0.15], [3.15, -1.53, 1.73], [-2.10, 0.00, 0.50], [1.27, -1.30, -0.76], [0.54, 0.57, -0.26], [0.92, -0.19, -2.27], [-0.48, 0.16, 0.69], [-0.37, 0.21, 1.46], [1.82, 3.26, 1.14], [-1.07, 0.50, 0.01], [-0.47, -2.97, -0.02], [4.57, -0.11, 0.11], [-2.29, 0.64, -1.72], [-2.37, -0.63, 1.69], [2.57, -0.20, -3.46], [-0.52, -1.14, 0.90], [-1.87, 1.27, 1.90], [-2.90, 2.08, 1.61], [2.75, -2.04, -0.55], [0.15, -0.03, -1.07], [-1.92, 2.65, -0.95], [-0.33, -1.80, 0.34], [2.56, 0.10, 0.74], [2.61, -3.17, -0.10], [-1.11, 0.04, -1.57], [-1.60, 3.01, 1.62], [-2.21, -1.66, -1.93], [0.98, 1.47, 1.11], [1.07, 0.04, 0.62], [1.51, 0.86, -3.01], [-1.36, -0.48, -1.88], [-0.18, -0.35, 4.87]]
}

=====

{
  "formula": "H24O12",
  "method": "ωB97M-V/def2-TZVPD",
  "molar_mass_g_mol": 216.18,
  "de_lowest_kcal_mol": 148.5,
  "homo_ev": -9.218,
  "smiles": "O.O.O.O.O.O.O.O.O.O.O.O",
  "lumo_ev": -0.78,
  "species": ["H", "H", "H", "H", "H", "H", "H", "H", "H", "H", "H", "H", "H", "H", "H", "H", "H", "H", "H", "H", "H", "H", "H", "H", "O", "O", "O", "O", "O", "O", "O", "O", "O", "O", "O", "O"],
  "coordinates": [[-0.32693, -0.19960, 0.81511], [0.96868, -0.92176, 0.48353], [3.46550, 3.31372, -1.54234], [2.62496, 2.12774, -1.98616], [-2.27847, -3.16733, -1.54949], [-3.00672, -2.06173, -2.29604], [-4.40601, 2.03790, -0.62162], [-3.71130, 1.05209, 0.30337], [0.65574, 3.14902, 0.47654], [0.39563, 4.60828, 0.14046], [0.29673, 0.31522, -1.02027], [-0.36763, 1.32768, -1.93874], [2.02337, -2.79383, -3.32563], [1.42573, -3.47371, -2.10471], [-1.15527, -2.84092, 3.14332], [-1.02762, -2.25176, 1.74811], [-5.30532, 1.63902, 2.23584], [-4.70997, 0.38391, 1.61915], [1.84003, 1.34574, 1.94337], [0.65842, 1.55793, 1.01127], [4.40681, -2.56726, 3.04858], [3.24373, -1.59722, 3.17626], [1.67101, -0.23507, -2.10875], [1.51557, -1.33355, -1.06989], [0.63075, -0.10759, 0.87331], [3.42229, 2.35210, -1.49330], [-3.15322, -2.90945, -1.86142], [-3.86086, 1.24307, -0.62944], [0.72653, 3.78770, -0.24184], [0.15718, 1.26222, -1.13296], [1.42648, -2.63809, -2.58504], [-0.55847, -2.79942, 2.38761], [-5.40437, 1.03931, 1.48782], [1.42265, 2.01116, 1.38480], [4.19035, -1.62942, 2.99777], [2.10405, -1.02611, -1.76858]],
  "forces_ev_per_a": [[-0.13, -0.03, 0.16], [0.24, -0.05, 0.50], [-0.14, -0.10, 0.15], [-0.06, 0.09, 0.31], [-0.09, -0.08, -0.11], [-0.12, -0.03, -0.01], [-0.01, -0.21, 0.10], [-0.13, 0.37, -0.51], [0.53, 0.46, -0.19], [0.09, -0.03, -0.13], [-0.02, 0.44, 0.00], [-0.15, 0.36, 0.03], [-0.01, 0.05, 0.07], [-0.11, -0.46, -0.32], [0.08, -0.07, -0.01], [0.01, -0.14, 0.12], [-0.14, -0.02, 0.07], [-0.38, -0.20, 0.17], [-0.11, 0.25, -0.19], [0.74, 0.07, 0.04], [0.04, 0.10, -0.02], [0.07, 0.03, -0.01], [0.37, 0.33, 0.17], [0.44, -0.03, -0.69], [-0.76, -2.48, 0.15], [0.20, 0.02, -0.35], [0.22, 0.12, 0.13], [0.65, -0.05, -0.40], [-0.62, 1.00, -0.40], [-0.36, -0.27, -0.88], [-2.10, -5.29, -2.19], [-0.12, 0.12, -0.08], [0.02, 0.10, 0.55], [0.28, 0.75, 1.21], [-0.15, -0.15, 0.04], [1.75, 5.03, 2.53]]
}

=====

{
  "formula": "H24O12",
  "method": "ωB97M-V/def2-TZVPD",
  "molar_mass_g_mol": 216.18,
  "de_lowest_kcal_mol": 14.0,
  "homo_ev": -10.884,
  "smiles": "O.O.O.O.O.O.O.O.O.O.O.O",
  "lumo_ev": 0.09,
  "species": ["O", "H", "H", "O", "H", "H", "O", "H", "H", "O", "H", "H", "O", "H", "H", "O", "H", "H", "O", "H", "H", "O", "H", "H", "O", "H", "H", "O", "H", "H", "O", "H", "H", "O", "H", "H"],
  "coordinates": [[0.22095, -1.22236, 3.11961], [-0.13796, -1.99820, 3.59785], [0.98645, -1.67190, 2.71446], [1.54760, -3.62869, 2.06805], [1.70149, -3.69486, 1.06854], [0.89040, -4.28826, 2.20185], [1.03502, -3.52596, -0.69472], [0.92150, -2.55038, -0.75542], [0.14562, -3.91090, -0.68127], [1.15302, 1.93003, 0.78668], [1.60555, 2.00372, 1.65944], [0.42142, 1.28184, 0.98589], [-0.62156, 2.50199, -3.39422], [-0.66826, 1.47595, -3.41520], [0.29390, 2.66947, -3.22982], [-1.08622, 0.46893, 1.32147], [-1.44892, -0.18679, 1.92662], [-1.76398, 0.52324, 0.57914], [-1.03488, -0.37103, -3.63978], [-0.97715, -0.75020, -2.72717], [-2.00742, -0.20167, -3.63539], [1.52306, 1.54021, 3.86085], [1.14871, 0.65725, 3.83590], [0.82014, 2.14187, 3.65168], [-2.21234, 2.75715, -0.73236], [-1.64337, 2.84121, -1.55110], [-1.93639, 3.39744, -0.07671], [-3.06327, 0.09289, -0.95613], [-3.05667, 0.99999, -1.20910], [-3.99260, -0.09635, -1.11321], [0.79547, -1.02618, -0.85718], [0.28293, -0.41684, -0.37972], [1.49041, -0.50767, -1.32218], [2.69518, 0.82939, -1.33886], [2.33945, 1.35975, -0.61033], [3.63273, 0.57596, -1.05817]],
  "forces_ev_per_a": [[0.11, -1.05, 0.55], [0.04, 0.80, -0.12], [-0.13, 0.18, -0.30], [1.16, 0.64, -1.60], [-0.43, 0.34, 1.34], [-0.81, -0.86, 0.33], [-0.12, -0.92, 0.13], [-0.15, -0.16, 0.05], [0.40, 0.24, -0.10], [-0.05, -0.51, 0.94], [-0.28, -0.13, -0.79], [0.58, 0.76, -0.11], [-1.15, -2.32, 0.22], [0.12, 1.96, -0.16], [1.00, 0.26, 0.14], [-1.49, 0.09, -1.60], [0.46, -0.13, 0.09], [0.92, 0.06, 1.18], [-1.44, -0.06, 1.50], [0.56, 0.22, -0.85], [0.88, -0.10, -0.48], [0.89, 0.01, -0.02], [-0.35, -0.38, -0.08], [-0.70, 0.31, 0.01], [0.38, -0.39, -1.41], [-0.49, 0.19, 1.11], [0.28, 0.13, -0.08], [-0.40, -1.12, -0.10], [0.62, 1.76, -0.03], [-0.13, -0.61, 0.23], [0.93, -0.56, -1.68], [-1.08, 1.22, 1.30], [-0.11, 0.00, 0.43], [2.23, -0.59, 0.09], [-0.22, 0.13, 0.43], [-2.04, 0.57, -0.58]]
}

=====

{
  "formula": "H24O12",
  "method": "ωB97M-V/def2-TZVPD",
  "molar_mass_g_mol": 216.18,
  "de_lowest_kcal_mol": 98.9,
  "homo_ev": -10.472,
  "smiles": "O.O.O.O.O.O.O.O.O.O.O.O",
  "lumo_ev": -0.06,
  "species": ["H", "H", "H", "H", "H", "H", "H", "H", "H", "H", "H", "H", "H", "H", "H", "H", "H", "H", "H", "H", "H", "H", "H", "H", "O", "O", "O", "O", "O", "O", "O", "O", "O", "O", "O", "O"],
  "coordinates": [[-0.49090, 0.11133, 1.15028], [0.32515, -0.60859, -0.01620], [-3.16853, -2.79594, -0.76297], [-4.32772, -3.25425, -1.66564], [-3.48297, -0.95857, 2.25417], [-3.83673, -2.44314, 2.15289], [1.94933, 0.47976, -1.72182], [3.20588, -0.49408, -1.43070], [2.89068, -3.00440, -0.27050], [4.20938, -3.89983, 0.01376], [-2.36904, 3.38402, -0.84731], [-1.20193, 2.66598, -0.09288], [1.07448, 4.32280, -0.59463], [0.10934, 5.08534, 0.45446], [0.67361, 2.10099, -3.51285], [0.21616, 2.03456, -2.11263], [3.61201, -1.38909, 2.83813], [4.97619, -1.37716, 2.29842], [-2.61728, -1.48601, -2.34338], [-1.35431, -1.34131, -2.87580], [4.56149, 1.96063, 1.22352], [3.51809, 2.67849, 0.50849], [-4.10436, 1.68226, 1.46098], [-4.28535, 0.70621, 2.55177], [0.13412, 0.24895, 0.38692], [-3.51909, -3.52945, -1.18995], [-4.15198, -1.60478, 1.94918], [2.59815, 0.13447, -0.97931], [3.31473, -3.94012, -0.34299], [-2.07314, 2.88544, -0.04568], [0.25262, 4.22937, -0.08358], [0.56741, 1.48788, -2.73527], [4.26545, -1.98887, 2.53814], [-1.78046, -1.73404, -2.12703], [4.00756, 1.83701, 0.51080], [-3.62571, 1.45414, 2.28635]],
  "forces_ev_per_a": [[0.94, -0.02, -1.41], [-0.12, 0.18, 0.26], [0.89, 2.12, 1.14], [0.72, -0.12, 0.62], [-0.30, -0.72, -0.35], [0.94, -2.35, 0.63], [1.88, -1.04, 1.98], [-0.66, 0.79, 0.27], [1.51, -2.50, 0.06], [-0.27, 0.41, 0.13], [0.96, -0.77, 1.13], [3.86, -0.67, -0.46], [-0.35, 0.31, 0.49], [0.53, -2.11, -1.46], [0.00, -1.16, 1.01], [-1.71, 2.18, 3.23], [-1.37, 0.75, 0.50], [0.01, -0.37, -0.07], [-4.23, 0.76, -0.40], [1.33, 0.28, -0.50], [2.16, 0.23, 2.53], [-0.02, -0.62, -0.25], [0.98, 0.39, 0.29], [1.72, 1.92, -0.07], [-1.00, 0.11, 1.18], [-1.96, -2.33, -1.50], [-0.48, 3.03, -0.39], [-1.37, -0.08, -2.66], [-1.28, 2.14, -0.14], [-5.25, 1.31, -0.59], [0.20, 1.89, 0.83], [1.68, -1.12, -4.17], [1.35, -0.37, -0.52], [3.28, -0.67, 0.74], [-1.83, 0.60, -1.96], [-2.76, -2.34, -0.10]]
}